Record 1
Molecular formula: C4H14NO3
Method: DFT, the ωB97M-V functional and the def2-TZVPD basis

Output
Charge = +1

Atoms and positions in Å:
C (-0.225, 1.901, 0.474)
C (0.579, 0.647, 0.485)
C (1.706, 0.420, 1.138)
C (0.100, -1.607, -0.393)
N (-0.192, -0.387, -0.177)
H (-0.673, 2.252, -0.470)
H (-0.903, 1.888, 1.312)
H (0.442, 2.743, 0.676)
H (2.001, -0.628, 1.135)
H (2.423, 1.048, 1.620)
H (-0.657, -2.192, -0.904)
H (0.874, -2.194, 0.080)
H (-1.027, -0.040, -0.705)
H (1.575, 1.710, -1.986)
H (1.540, 0.298, -2.678)
O (1.249, 0.809, -1.917)
H (-0.771, -1.273, 3.326)
H (0.424, -0.490, 3.405)
O (-0.034, -1.030, 2.744)
H (-3.239, -1.356, -1.785)
H (-2.945, 0.014, -2.550)
O (-2.580, -0.706, -2.028)

***

Record 2
Molecular formula: C4H14NO3
Method: DFT, the ωB97M-V functional and the def2-TZVPD basis

Output
Charge = +1

Atoms and positions in Å:
C (-1.428, 0.658, 1.001)
O (-0.905, 0.594, 2.307)
C (-0.302, 0.335, 0.013)
C (-0.703, -0.249, -1.383)
C (-1.519, -1.522, -1.388)
O (0.563, -0.450, -1.996)
N (0.790, -0.462, 0.625)
H (-2.278, -0.080, 1.055)
H (-1.874, 1.652, 0.856)
H (-1.108, 1.386, 2.808)
H (0.160, 1.316, -0.226)
H (-1.341, 0.474, -1.929)
H (-2.574, -1.266, -1.459)
H (-1.450, -2.167, -0.527)
H (-1.245, -2.087, -2.284)
H (0.550, -1.028, -2.768)
H (1.408, 0.081, 1.225)
H (1.354, -0.903, -0.106)
H (0.436, -1.242, 1.199)
H (3.731, 0.784, 0.624)
H (2.781, 1.918, 0.952)
O (2.797, 1.034, 0.563)

***

Record 3
Molecular formula: C4H14NO6
Method: DFT, the ωB97M-V functional and the def2-TZVPD basis

Output
Charge = -1

Atoms and positions in Å:
O (2.058, -0.140, -0.153)
C (1.129, -0.854, -0.224)
N (0.395, -1.050, -1.343)
C (0.532, 0.047, -2.450)
O (-0.666, 0.515, -2.636)
C (0.616, -1.543, 1.060)
C (-0.860, -1.946, 0.885)
O (-1.530, -1.585, 2.138)
H (-0.443, -1.542, -1.623)
H (0.886, -0.582, -3.343)
H (1.378, 0.773, -2.220)
H (1.252, -2.356, 1.300)
H (0.786, -0.753, 1.771)
H (-1.428, -1.335, 0.163)
H (-1.060, -2.903, 0.640)
H (-1.488, -0.541, 2.126)
H (-2.633, 2.185, -1.158)
H (-1.515, 1.079, -1.691)
O (-1.968, 1.637, -0.851)
H (1.926, 1.394, 2.344)
H (0.552, 2.096, 2.403)
O (1.137, 1.529, 2.867)
H (-0.448, 2.019, 0.058)
H (0.962, 1.653, -0.366)
O (0.432, 2.202, 0.304)

***

Record 4
Molecular formula: C4H14NOS
Method: DFT, the ωB97M-V functional and the def2-TZVPD basis

Output
Charge = +1

Atoms and positions in Å:
C (0.062, -0.749, 1.391)
C (-0.025, 0.797, 1.437)
C (0.925, 1.490, 0.480)
S (0.118, 1.658, -1.215)
C (-1.735, 1.827, -1.221)
N (-0.223, -1.302, 0.004)
H (0.983, -1.149, 1.786)
H (-0.649, -1.196, 2.108)
H (0.183, 1.105, 2.449)
H (-1.089, 1.058, 1.413)
H (1.953, 1.133, 0.417)
H (1.048, 2.543, 0.758)
H (-1.968, 2.861, -1.080)
H (-2.029, 1.357, -0.254)
H (-2.365, 1.234, -1.867)
H (-0.992, -1.967, -0.020)
H (-0.641, -0.445, -0.424)
H (0.592, -1.634, -0.526)
H (1.907, -2.507, -2.540)
H (1.887, -3.531, -1.509)
O (2.058, -2.581, -1.586)

***

Record 5
Molecular formula: C4H14NOS2
Method: DFT, the ωB97M-V functional and the def2-TZVPD basis

Output
Charge = +1

Atoms and positions in Å:
N (-1.743, 0.540, 1.388)
C (-1.824, 0.960, -0.016)
C (-0.461, 1.519, -0.527)
C (-2.538, -0.199, -0.844)
S (-1.477, -1.712, -0.829)
S (2.175, 0.025, -0.041)
C (3.918, -0.669, -0.103)
H (-1.302, -0.360, 1.450)
H (0.301, 0.165, -1.834)
H (-1.353, 1.160, 2.097)
H (-2.549, 1.852, -0.127)
H (0.290, 1.676, 0.301)
H (-0.535, 2.361, -1.167)
H (0.035, 0.741, -1.167)
H (-3.395, -0.670, -0.286)
H (-2.873, 0.172, -1.762)
H (4.102, -1.330, -0.947)
H (4.268, -1.198, 0.825)
H (4.544, 0.222, -0.241)
H (0.845, -1.318, 1.149)
H (-0.494, -2.220, 0.994)
O (0.066, -1.715, 1.685)

***

Record 6
Molecular formula: C4H14NS
Method: DFT, the ωB97M-V functional and the def2-TZVPD basis

Output
Charge = +1

Atoms and positions in Å:
C (0.274, -0.720, 2.043)
C (-0.664, -1.807, 2.537)
S (1.702, -1.480, 1.220)
H (-0.280, -0.087, 1.353)
H (0.615, -0.168, 2.904)
H (-1.511, -1.373, 2.981)
H (2.694, -0.621, 1.485)
H (-0.274, -2.496, 3.293)
H (-0.930, -2.520, 1.748)
C (-0.173, 0.436, -1.501)
C (-0.872, 1.740, -1.055)
N (0.663, 0.741, -2.742)
H (0.431, 0.097, -0.690)
H (-0.935, -0.247, -1.861)
H (-1.031, 2.534, -1.779)
H (-0.396, 2.110, -0.165)
H (0.885, -0.130, -3.213)
H (0.119, 1.308, -3.349)
H (1.547, 1.191, -2.517)
H (-1.864, 1.492, -0.691)

***

Record 7
Molecular formula: C4H14NS2
Method: DFT, the ωB97M-V functional and the def2-TZVPD basis

Output
Charge = +1

Atoms and positions in Å:
C (1.036, -1.639, 0.859)
N (2.280, -1.374, 0.090)
C (2.343, 0.011, -0.491)
H (1.059, -2.634, 1.292)
H (0.891, -0.877, 1.619)
H (0.175, -1.563, 0.198)
H (2.301, -2.005, -0.713)
H (3.120, -1.482, 0.657)
H (1.494, 0.194, -1.139)
H (3.268, 0.102, -1.060)
H (2.425, 0.738, 0.314)
C (-1.868, 2.415, -0.829)
C (-1.680, 1.026, -0.254)
S (-3.128, 0.669, 0.818)
S (-2.631, -1.193, 1.627)
H (-1.874, 3.162, -0.035)
H (-2.795, 2.458, -1.395)
H (-1.047, 2.704, -1.488)
H (-0.803, 0.968, 0.391)
H (-1.595, 0.260, -1.026)
H (-2.970, -1.940, 0.564)

***

Record 8
Molecular formula: C4H14O2S
Method: DFT, the ωB97M-V functional and the def2-TZVPD basis

Atoms and positions in Å:
C (1.406, 0.934, -2.088)
C (0.740, 1.812, -1.031)
C (0.029, 0.983, 0.059)
C (0.998, 0.127, 0.855)
S (1.954, 1.091, 2.063)
H (2.470, 0.812, -1.929)
H (1.039, -0.104, -2.055)
H (1.264, 1.380, -3.064)
H (0.021, 2.486, -1.477)
H (1.454, 2.438, -0.508)
H (-0.734, 0.412, -0.511)
H (-0.611, 1.528, 0.733)
H (1.651, -0.425, 0.180)
H (0.493, -0.710, 1.339)
H (3.153, 0.711, 1.626)
O (-3.326, -2.149, 0.727)
H (-3.004, -1.530, 1.406)
H (-2.883, -2.966, 0.995)
O (-2.654, -2.906, -2.420)
H (-2.955, -3.671, -1.918)
H (-3.212, -2.175, -2.138)

***

Computed E_HOMO (eV) in order:
-13.4, -14.5, -4.6, -12.5, -12.9, -12.3, -11.8, -9.1